No. 1
Formula: C32H43N7O12P3S3Ti
Source: the Open Molecules 2025 dataset
Level of theory: ωB97M-V/def2-TZVPD

Results
HOMO-LUMO gap: 6.29 eV
charge: +1
2S+1: 1
E_tot: -5599.750391 Eh
ΔE to the lowest compared entry with this formula, charge and spin: 25.36 kcal per mole
E_LUMO: -3.6757 eV
maximum force: 0.6 eV/Å

Cartesian coordinates (Å):
N: -0.386 2.372 1.451
H: -4.216 -1.502 -2.980
C: -0.425 1.626 2.624
C: 1.323 6.739 -0.759
H: -0.995 -1.585 2.961
H: -2.718 1.546 -4.045
H: 4.243 0.469 -3.164
C: -1.024 -4.691 -2.165
H: -3.991 0.519 -4.381
S: 6.271 1.429 -1.361
C: 3.768 1.195 -2.518
O: -0.976 0.651 -4.020
H: 3.230 7.276 -1.574
H: 2.307 8.636 -0.949
O: -1.622 -1.737 -3.358
C: 1.842 2.208 -1.541
C: -4.138 -0.797 -2.152
H: -3.034 -3.896 1.248
O: -2.262 0.823 0.046
H: -1.481 4.851 -1.185
C: 2.224 7.692 -1.488
C: 2.776 -2.306 -2.847
H: -4.148 -3.519 -0.086
N: 1.502 -2.458 -2.488
H: 4.770 -3.082 -2.946
P: -1.408 -0.220 -2.903
N: 0.427 2.171 -1.284
H: 1.856 7.900 -2.491
O: 6.376 0.171 -2.084
O: -4.402 1.933 -0.742
O: -2.173 2.632 -1.853
H: 1.875 -0.544 3.477
C: -3.178 -3.295 0.351
C: -0.224 2.029 3.949
N: -0.202 -3.766 -1.552
H: 4.096 -0.390 -0.653
P: 2.825 -0.006 1.336
N: -0.636 0.343 2.313
H: 0.096 3.087 -0.994
O: 6.216 1.248 0.095
H: 4.111 -5.238 -1.847
H: 1.004 5.238 2.278
H: 4.584 1.575 1.590
N: -2.145 -3.604 -0.628
H: -1.081 -1.944 -4.133
C: -0.794 -0.573 3.280
C: 4.579 1.945 -1.683
C: 3.566 1.485 1.988
S: -0.298 -2.077 0.631
H: 3.453 -1.305 3.202
H: 2.000 -1.979 2.422
O: -0.600 -0.229 -1.619
O: 1.504 0.288 0.564
H: 3.470 -1.896 0.093
H: 1.734 0.692 -3.049
H: -0.070 1.977 -2.151
C: -3.146 0.309 -2.452
H: -0.247 1.367 5.973
C: -0.293 4.927 0.594
O: -2.517 3.581 0.777
O: 7.124 2.505 -1.797
H: -0.853 -0.987 5.369
H: 1.725 -5.533 -1.147
H: -0.673 -5.310 -2.971
H: -0.023 6.454 -2.398
H: 4.675 3.576 -0.305
H: 3.028 -1.369 -3.322
C: 0.796 5.496 1.248
H: -3.153 -5.119 -1.778
Ti: -0.314 0.620 0.152
C: 4.023 2.954 -0.906
P: -2.908 1.571 -1.132
C: 2.061 -4.633 -1.645
H: -3.116 -2.244 0.622
C: 2.647 3.082 -0.826
O: -1.354 4.228 2.842
C: 0.211 6.180 -1.377
C: -0.375 1.081 4.937
C: 3.751 -3.272 -2.639
H: 0.007 3.055 4.179
H: 2.193 3.816 -0.172
C: 1.593 6.396 0.570
C: 1.184 -3.594 -1.900
H: -3.789 -1.346 -1.280
C: 3.920 -0.919 0.281
H: 2.984 2.347 1.671
N: -3.582 1.118 -3.663
H: -4.419 2.652 -0.086
C: 2.492 -1.062 2.744
C: 3.383 -4.459 -2.029
C: -0.699 -0.236 4.608
H: 2.443 6.842 1.072
H: 3.577 1.432 3.076
C: -0.890 -3.108 -0.592
H: -4.251 1.848 -3.412
H: 4.889 -1.020 0.773
H: -5.121 -0.389 -1.915
S: -1.273 3.773 1.484
C: -2.238 -4.587 -1.590
C: 2.387 1.317 -2.449
C: -0.613 5.284 -0.706

No. 2
Formula: C32H44CoN2O2P2S2
Source: the Open Molecules 2025 dataset
Level of theory: ωB97M-V/def2-TZVPD

Results
HOMO-LUMO gap (alpha / beta): 6.41 / 4.58 eV
charge: -1
2S+1: 5
E_tot: -4367.665269 Eh
⟨S²⟩: 6.035
ΔE to the lowest compared entry with this formula, charge and spin: 7.38 kcal per mole
E_LUMO (alpha / beta): 2.6505 / 0.8603 eV
maximum force: 0.6 eV/Å

Cartesian coordinates (Å):
C: -2.470 -2.351 1.991
H: -0.345 -4.709 -2.602
H: 1.554 4.580 -5.823
C: -1.438 0.655 4.773
H: 1.382 -2.194 -3.348
H: 1.982 -2.005 -1.715
H: -0.941 -3.443 -3.671
C: -3.034 0.248 -2.821
H: 1.605 -2.045 2.189
H: -4.001 -3.766 2.408
H: -0.268 -1.172 -4.398
H: 4.455 -1.267 2.671
N: -0.794 -0.647 1.330
H: 3.163 -0.492 3.594
H: -2.661 -0.338 3.358
H: -2.253 0.717 5.489
C: 1.345 -2.619 -2.343
H: 3.625 1.175 -4.239
H: -4.837 -5.151 -0.300
H: -0.800 2.561 6.696
C: -3.522 -3.170 1.635
C: 0.776 3.778 -4.021
H: 1.215 3.835 0.863
C: 3.767 -0.417 2.685
C: 2.206 -1.816 1.305
C: 0.748 1.233 4.093
H: -5.870 -4.211 0.770
N: -2.316 2.509 0.967
C: 2.830 1.909 -4.185
C: -2.192 -1.732 -0.301
C: -0.213 1.244 5.088
C: -5.153 -4.134 -0.050
C: -0.078 -2.724 -1.807
C: -0.667 -0.064 2.572
H: 0.144 1.172 7.225
C: 0.865 2.789 -2.989
C: -3.990 -3.254 0.325
C: 2.701 2.865 -5.143
C: 1.928 1.820 -3.078
C: 3.669 2.626 0.769
H: 4.424 1.839 0.790
P: 1.598 0.888 1.429
H: -3.579 -2.622 -1.665
H: 0.935 2.509 6.394
S: -0.253 2.804 -1.729
H: 2.968 -2.592 1.192
H: -0.017 -3.097 -0.779
H: -3.597 0.417 -3.744
H: 3.482 -0.272 0.554
H: 4.172 3.577 0.966
C: -1.669 0.030 3.566
H: 0.793 3.498 2.527
C: 1.637 3.632 1.851
C: 0.027 1.903 6.419
S: 2.136 0.604 -1.931
C: 1.652 3.819 -5.059
H: 1.782 -3.622 -2.388
C: 2.874 -0.449 1.448
H: 2.214 4.506 2.165
H: 3.399 2.901 -5.971
H: 1.680 1.760 4.275
H: -5.686 -3.736 -0.916
O: -1.418 3.085 1.562
H: -2.572 1.191 -2.522
C: -0.866 -3.747 -2.624
C: -3.277 -2.539 -0.625
C: -1.980 -0.832 -3.065
H: -1.871 -3.909 -2.237
Co: -0.041 0.762 -0.336
P: -1.019 -1.120 -1.531
C: 2.559 2.414 1.799
C: -1.045 -0.431 -4.208
H: 1.535 -1.856 0.450
H: -3.730 -0.029 -2.029
H: -2.140 -2.346 3.019
C: -1.808 -1.524 1.050
H: 3.020 2.276 2.782
C: 0.539 0.622 2.859
H: -0.026 4.502 -3.947
H: -1.619 -0.302 -5.129
H: -0.552 0.517 -3.983
H: -2.481 -1.768 -3.327
H: 3.261 2.669 -0.243
O: -1.923 1.581 0.177
H: 4.365 0.493 2.748

No. 3
Formula: C32H44CrNO3Si2Te
Source: the Open Molecules 2025 dataset
Level of theory: ωB97M-V/def2-TZVPD

Results
HOMO-LUMO gap (alpha / beta): 5.57 / 5.26 eV
charge: -2
2S+1: 2
E_tot: -3417.771802 Eh
⟨S²⟩: 0.785
E_LUMO (alpha / beta): 4.1418 / 4.1415 eV
maximum force: 0.8 eV/Å

Cartesian coordinates (Å):
H: 4.674 0.957 -7.120
H: -0.560 -1.710 0.152
H: 4.090 2.517 -1.943
Si: 0.690 -0.624 -3.171
H: 1.102 -3.099 -3.361
H: 1.307 4.008 -1.999
H: 5.801 -1.100 -2.766
C: -3.641 -0.460 -0.560
C: 2.620 0.407 -6.816
C: -2.506 2.686 2.097
H: -1.369 -1.745 -1.409
C: 0.343 -2.413 -3.751
H: 1.774 -4.050 1.305
C: -4.523 0.570 -0.309
H: -1.727 -1.691 8.348
H: -2.035 -2.649 -0.046
C: -1.805 -0.499 6.546
C: 1.661 0.041 -5.880
C: -1.831 -2.175 3.149
H: -5.982 1.587 -1.529
C: -2.885 1.533 1.207
H: -0.723 3.152 5.112
H: 5.564 1.643 -2.392
C: -1.182 0.694 6.244
H: 5.246 0.766 -4.723
O: 2.766 -1.060 0.927
H: -1.236 0.035 -4.659
H: 1.992 2.394 -2.379
H: 0.175 2.538 3.722
C: -0.075 2.344 4.761
C: 1.964 -0.060 -4.512
H: -3.315 3.419 2.132
Si: 3.626 0.038 -2.209
H: 3.532 -3.963 1.187
C: 3.915 0.669 -6.399
C: 4.646 1.590 -1.789
Cr: 1.612 -0.384 -0.951
H: 2.361 0.484 -7.868
N: 0.715 1.119 -0.501
H: -0.930 -2.353 2.560
H: -1.016 1.422 7.036
Te: -0.052 0.507 1.821
C: -1.996 -1.407 5.509
H: 2.697 -3.056 2.472
C: 1.095 2.944 -2.109
H: -3.915 -1.236 -1.270
H: 4.932 1.540 -0.733
H: 4.562 -2.290 -2.299
H: -1.732 -0.185 -2.964
C: -0.951 0.092 3.891
O: -0.235 3.194 -0.171
H: -0.920 1.298 -3.451
H: -6.683 0.567 -0.275
H: -2.303 2.342 3.112
H: 0.848 2.392 5.346
C: 4.228 0.560 -5.046
H: -2.479 -2.359 5.719
H: -4.792 2.397 0.778
H: 0.648 -0.170 -6.218
C: -4.127 1.559 0.584
H: 0.357 -2.474 -4.848
H: 5.346 -1.297 -1.056
H: -2.066 0.019 8.622
C: -1.532 -1.719 -0.331
C: 4.964 -1.296 -2.082
C: 2.513 -2.208 0.516
H: -5.976 -0.168 -1.718
H: -2.600 -1.840 2.447
C: -2.254 -0.820 7.949
C: 0.464 2.412 -0.822
H: -1.601 3.163 1.710
C: -2.004 0.463 0.959
C: -2.383 -0.534 0.054
C: -0.753 0.999 4.943
H: 0.377 2.824 -2.922
C: -5.863 0.641 -0.995
C: 2.634 -3.395 1.441
C: -1.581 -1.131 4.209
H: -3.324 -1.045 7.985
H: -0.638 -2.762 -3.408
H: -2.157 -3.117 3.595
C: 3.264 0.205 -4.093
C: -0.948 0.220 -3.614
O: 2.105 -2.407 -0.681

No. 4
Formula: C32H44F3O5
Source: the Open Molecules 2025 dataset
Level of theory: ωB97M-V/def2-TZVPD

Results
HOMO-LUMO gap (alpha / beta): 1.92 / 4.40 eV
charge: -2
2S+1: 2
E_tot: -1921.345338 Eh
⟨S²⟩: 0.761
E_LUMO (alpha / beta): 4.2315 / 4.2259 eV
maximum force: 3.9 eV/Å

Cartesian coordinates (Å):
C: -17.044 -5.123 14.164
C: -24.448 -1.740 14.802
H: -18.137 -1.324 11.596
F: -20.977 4.634 7.866
H: -20.565 2.134 11.551
C: -15.560 -5.139 14.033
H: -17.364 -5.667 15.052
C: -22.482 -2.936 13.232
C: -17.522 0.611 15.902
F: -21.522 3.759 13.521
H: -17.499 -1.524 8.371
H: -23.703 -3.054 16.425
C: -21.635 1.079 16.678
C: -23.630 -2.759 15.389
C: -21.565 2.888 14.559
H: -19.434 0.139 13.230
H: -25.273 -1.245 15.291
H: -17.220 3.263 13.971
H: -18.524 -2.765 12.549
H: -14.944 -6.804 15.148
C: -20.361 2.309 10.505
H: -15.593 -7.213 13.558
H: -24.953 -0.607 13.009
H: -21.647 1.218 13.271
O: -15.360 -0.557 10.469
C: -19.504 1.422 9.864
C: -16.580 -1.859 8.850
H: -21.714 -3.331 12.583
H: -21.570 0.399 17.515
O: -17.162 -1.480 13.368
H: -21.139 -1.898 18.925
C: -24.314 -1.370 13.427
C: -16.680 1.613 15.131
H: -17.887 -3.568 17.053
H: -19.131 0.590 10.443
F: -21.734 -4.071 15.172
H: -18.467 0.496 15.371
C: -20.877 3.351 9.809
C: -23.347 -1.988 12.676
C: -15.772 -0.655 9.289
C: -18.334 -1.693 12.602
C: -15.499 0.383 8.252
H: -17.694 0.935 16.929
C: -20.694 -2.666 18.292
H: -16.077 -2.604 8.234
C: -17.233 2.994 15.027
O: -19.018 -1.046 18.075
H: -21.150 2.850 17.865
H: -19.298 -3.690 16.054
H: -18.373 -2.291 15.844
H: -18.464 0.977 7.923
H: -17.375 -4.090 14.273
H: -17.496 -5.448 13.227
C: -19.574 -0.932 13.091
H: -21.371 -2.932 17.480
H: -16.876 -2.404 9.747
H: -21.352 4.410 16.010
H: -14.001 -6.427 13.640
C: -19.121 1.590 8.522
H: -14.438 0.438 8.010
H: -21.548 4.008 10.342
H: -20.391 -1.158 12.405
H: -19.934 -1.397 14.009
H: -23.132 -1.768 11.641
C: -19.707 2.698 7.798
H: -16.599 3.699 15.565
C: -21.403 3.342 15.854
C: -21.394 2.414 16.907
H: -15.764 1.379 8.609
C: -21.744 0.656 15.368
H: -17.030 -0.357 15.809
C: -19.395 -2.147 17.670
O: -14.882 -4.102 13.969
C: -18.699 -2.980 16.624
C: -21.627 1.543 14.301
H: -18.229 3.015 15.469
H: -16.047 0.122 7.347
H: -19.519 2.872 6.748
H: -21.862 -0.397 15.159
C: -20.498 3.577 8.516
C: -14.985 -6.492 14.104
C: -22.626 -3.262 14.584
H: -20.472 -3.464 19.001
O: -15.679 1.230 14.561

No. 5
Formula: C32H44N3O11P2PbS
Source: the Open Molecules 2025 dataset
Level of theory: ωB97M-V/def2-TZVPD

Results
HOMO-LUMO gap: 7.79 eV
charge: +1
2S+1: 1
E_tot: -3511.456740 Eh
ΔE to the lowest compared entry with this formula, charge and spin: 9.06 kcal per mole
E_LUMO: -3.1638 eV
maximum force: 0.9 eV/Å

Cartesian coordinates (Å):
H: -2.043 -0.652 -3.869
C: -1.649 -1.656 -4.027
H: 5.142 -1.295 0.007
H: 1.550 -1.294 3.318
C: 0.555 -2.833 0.075
C: 3.933 -1.986 -1.645
H: -3.420 -2.217 0.948
C: -0.275 -1.779 -3.409
H: 3.119 -0.520 3.063
H: 3.816 -1.750 -2.701
H: 4.171 -2.777 2.802
C: 4.985 -1.074 -1.050
O: 2.613 -1.651 -1.111
H: 1.314 -3.187 -3.046
O: 1.954 1.525 -2.117
C: -2.045 2.616 6.190
Pb: -0.281 1.298 0.624
H: 4.686 -0.031 -1.157
H: 0.868 -3.682 -0.537
O: -1.378 -0.951 0.245
O: -2.005 4.765 7.833
N: -1.370 3.312 2.134
P: -0.852 -1.985 -0.690
O: -0.478 1.485 -1.814
C: -1.819 1.515 5.310
C: -1.438 -0.511 3.529
H: -3.639 -5.811 -0.270
H: -0.295 6.152 -7.160
H: 0.228 -3.196 1.054
H: -0.313 -3.915 -3.116
C: 0.506 3.215 -3.453
C: 1.144 3.677 -5.713
C: 2.376 -3.912 3.021
C: 1.409 3.064 -4.495
H: 3.450 -4.078 -1.938
O: 1.527 -0.408 0.827
O: -0.333 -1.378 -2.004
C: -0.650 3.970 -3.617
H: -1.582 -1.842 -5.099
H: 1.850 3.572 -6.528
H: -1.641 -1.867 5.193
C: -1.387 4.536 1.649
H: 5.925 -1.225 -1.580
C: -1.650 5.656 2.441
C: 3.104 -2.642 2.635
H: 1.294 -3.792 2.918
H: 0.406 4.760 -7.990
H: 0.387 -1.026 -3.831
H: 0.491 -3.385 -4.599
O: 3.024 -2.462 1.191
H: -1.146 4.638 0.595
O: -1.880 -3.104 -1.099
C: -0.898 4.572 -4.834
N: -1.416 0.728 3.075
H: -1.299 -1.282 2.777
H: -2.079 6.335 4.407
H: -3.807 -4.803 -1.719
H: -1.655 6.643 2.000
H: 4.336 -3.730 -0.435
C: -2.094 3.869 5.714
C: -2.642 -3.914 -0.154
O: 0.791 3.221 -0.798
C: -1.888 5.483 3.776
C: -1.818 0.187 5.769
H: -2.200 2.441 7.246
C: -1.885 4.182 4.322
C: 0.344 -3.154 -3.544
C: -1.620 3.114 3.447
N: -2.410 4.925 6.702
C: 4.231 -3.463 -1.486
O: -2.981 5.918 6.298
H: 2.303 2.477 -4.337
C: 2.631 -1.429 3.412
H: -4.320 -3.736 1.157
C: -1.612 1.746 3.945
H: -2.278 -5.641 -1.392
H: 2.698 -4.751 2.403
P: 1.966 -1.721 0.297
C: -3.781 -3.113 0.442
H: 5.170 -3.688 -1.992
S: 0.757 2.312 -1.962
H: -1.957 -4.241 0.636
H: -1.312 4.779 -7.578
H: -4.474 -2.807 -0.344
H: -1.970 -0.013 6.823
H: -1.794 5.169 -4.965
C: -1.634 -0.833 4.877
C: -3.118 -5.119 -0.933
H: -1.343 4.082 -2.791
H: 2.874 -1.580 4.464
C: -0.013 4.424 -5.903
C: -0.317 5.062 -7.234
H: -2.336 -2.381 -3.587
H: 2.589 -4.151 4.063